[1]
C43H66N3O8RbS | ωB97M-V with the def2-TZVPD basis set

CARTESIAN COORDINATES (ANGSTROEM)
Rb1 1.38527 -1.00587 -1.23512
C1 1.90916 3.26154 -2.46266
N1 2.52130 2.72090 -1.29011
C2 3.86568 2.20693 -1.53259
C3 2.24131 3.27538 -0.02689
C4 0.74460 3.27320 0.47848
N2 0.30021 1.99590 0.98947
C5 -1.15695 1.64562 0.95613
C6 -1.94347 2.03955 -0.24362
C7 -2.92061 3.07356 -0.15114
C8 -3.82817 3.36083 -1.13915
C9 -3.65651 2.58683 -2.33680
C10 -2.66130 1.71515 -2.56235
C11 -1.77163 1.28510 -1.49399
O1 -1.01357 0.27266 -1.58418
C12 -2.58638 1.04567 -3.94794
C13 -1.24249 0.42254 -4.37572
C14 -3.61903 -0.08207 -4.06894
C15 -2.93189 2.07973 -4.98791
C16 -5.05146 4.21415 -1.03584
C17 -6.30487 3.36134 -1.07378
C18 -5.10478 5.24783 -2.17060
C19 -5.09046 4.96055 0.31479
C20 0.83661 1.84838 2.37427
C21 0.50535 0.66825 3.25386
C22 -0.27813 0.91109 4.38823
C23 -0.51673 -0.13596 5.28838
C24 -0.01188 -1.39801 5.01643
C25 0.85988 -1.66642 3.95757
C26 0.93712 -0.65749 2.90844
O2 1.37299 -0.98039 1.77156
C27 1.55768 -3.02819 3.85886
C28 0.52272 -4.19919 4.04263
C29 2.37748 -3.35344 2.62229
C30 2.52334 -3.06101 5.03521
C31 -1.11622 0.15404 6.64843
C32 -0.14503 1.09788 7.40892
C33 -2.49189 0.77020 6.56331
C34 -1.23095 -1.11205 7.49389
H1 2.65186 3.85955 -3.03303
H2 0.95633 3.81141 -2.26855
H3 1.66789 2.38227 -3.09624
H4 4.64416 3.03325 -1.50812
H5 3.81368 1.91790 -2.59391
H6 4.22926 1.42308 -0.81799
H7 2.55469 4.35245 0.02116
H8 2.93692 2.85119 0.69477
H9 0.05581 3.57942 -0.27242
H10 0.71148 4.11635 1.18717
H11 -1.57128 2.10146 1.85178
H12 -1.14346 0.54025 1.02066
H13 -2.92973 3.67964 0.72586
H14 -4.47799 2.62947 -3.03017
H15 -0.99979 -0.49694 -3.82946
H16 -0.41716 1.09029 -4.21357
H17 -1.30410 0.17927 -5.40675
H18 -3.43734 -0.83758 -3.25826
H19 -3.56510 -0.60724 -5.07815
H20 -4.65037 0.20814 -3.94147
H21 -2.30511 2.95588 -4.89721
H22 -3.97876 2.34107 -4.88745
H23 -2.78592 1.77084 -6.04322
H24 -6.47675 2.80840 -2.00936
H25 -7.14735 4.09336 -0.99169
H26 -6.35064 2.61343 -0.27402
H27 -5.21733 4.70878 -3.17536
H28 -4.22559 5.85383 -2.26237
H29 -5.97171 5.88217 -2.12148
H30 -5.06987 4.25549 1.14453
H31 -5.97292 5.61798 0.50556
H32 -4.19338 5.58922 0.43955
H33 0.54306 2.73236 2.95516
H34 1.90398 1.91679 2.23260
H35 -0.61832 1.92777 4.54494
H36 -0.35928 -2.20836 5.67149
H37 -0.31999 -4.11613 3.32884
H38 0.07176 -4.19106 5.09569
H39 0.96110 -5.17615 3.90392
H40 1.78814 -3.42522 1.70368
H41 2.92985 -4.31341 2.73574
H42 3.18495 -2.66802 2.41627
H43 2.04609 -3.17246 6.00756
H44 3.13578 -2.17847 5.00735
H45 3.19772 -3.89784 4.87289
H46 0.00490 2.06205 6.88681
H47 0.87826 0.73695 7.52845
H48 -0.42818 1.35079 8.43045
H49 -2.50682 1.76938 6.15012
H50 -2.96690 0.76657 7.54067
H51 -3.17218 0.12287 5.88336
H52 -0.29836 -1.65555 7.53358
H53 -1.93885 -1.82103 7.04696
H54 -1.60724 -0.94167 8.52646
O3 2.40958 -0.31216 -3.71405
C35 3.18970 -0.57571 -4.65038
C36 4.09254 -1.70741 -4.67935
C37 4.61135 -2.10043 -5.88363
C38 5.26941 -3.34540 -5.92297
C39 5.53291 -4.13405 -4.78911
C40 5.03909 -3.70860 -3.58677
C41 4.25110 -2.48908 -3.46428
O4 3.71277 -2.23176 -2.31257
N3 5.47227 -3.89658 -7.22450
O5 5.06398 -3.21228 -8.19175
O6 6.04283 -5.02739 -7.31246
H55 3.19881 0.12896 -5.46961
H56 4.43566 -1.60602 -6.82586
H57 6.16212 -5.01989 -4.88658
H58 5.13290 -4.23916 -2.66826
O7 5.40896 -0.32185 -1.54962
H59 4.78576 -1.10681 -1.65989
H60 6.27059 -0.66394 -1.24318
C42 0.28099 -6.04436 -1.72634
S1 -0.84525 -4.78260 -1.06851
C43 -1.30011 -5.36752 0.54893
O8 0.03207 -3.63381 -0.88418
H61 0.24987 -6.97515 -1.15971
H62 1.26713 -5.59583 -1.66270
H63 0.05434 -6.34500 -2.77986
H64 -1.72860 -6.38865 0.44817
H65 -1.98649 -4.62413 0.97624
H66 -0.35242 -5.41229 1.10718

Summary:
- energy above the lowest of the compared OMol25 structures with the same formula, charge and spin (kcal/mol) = 18.4
- total charge = -2
- gap between HOMO and LUMO (eV) = 4.713
- energy (Ha) = -2866.45962

[2]
C43H68N2P2SiSr | ωB97M-V with the def2-TZVPD basis set

CARTESIAN COORDINATES (ANGSTROEM)
Sr1 -0.18791 -1.43409 1.11941
C1 0.00281 3.08454 1.03942
Si1 -0.04931 2.09566 -0.54011
C2 1.43152 2.36520 -1.66778
C3 1.52081 3.61472 -2.29579
C4 2.54808 3.92990 -3.17017
C5 3.52459 2.98461 -3.43977
C6 3.48052 1.75918 -2.79746
C7 2.45702 1.44174 -1.89912
P1 2.44104 -0.11228 -0.95453
C8 3.70404 -0.08950 0.41368
C9 5.21355 0.06251 0.19173
C10 5.66182 1.51248 -0.02034
C11 5.19331 2.39900 1.13647
C12 3.67404 2.32092 1.28227
C13 3.25271 0.87224 1.54006
C14 3.08742 -1.41926 -2.12582
C15 4.43732 -1.34448 -2.91076
C16 4.23510 -1.18292 -4.42170
C17 3.49664 -2.39194 -5.01388
C18 2.39112 -2.89638 -4.05572
C19 1.95573 -1.77710 -3.11009
C20 -1.61693 2.31159 -1.55534
C21 -1.80039 3.56964 -2.14947
C22 -2.84162 3.82766 -3.02638
C23 -3.72684 2.80904 -3.34536
C24 -3.60199 1.58227 -2.71940
C25 -2.57448 1.32802 -1.80520
P2 -2.54578 -0.18602 -0.79787
C26 -4.08249 -0.26336 0.25426
C27 -5.36028 0.48460 -0.16484
C28 -5.31083 2.00036 0.08570
C29 -4.92148 2.32183 1.53052
C30 -3.60975 1.62834 1.87626
C31 -3.76103 0.10813 1.71307
C32 -2.88448 -1.58421 -2.01089
C33 -4.29596 -1.85487 -2.58708
C34 -4.16605 -2.86700 -3.72812
C35 -3.45420 -2.24101 -4.93889
C36 -2.36820 -1.24076 -4.50032
C37 -1.79545 -1.61991 -3.13017
H1 0.06928 4.16286 0.85827
H2 0.86936 2.78296 1.62936
H3 -0.89091 2.88548 1.62902
H4 0.77594 4.37387 -2.10218
H5 2.58388 4.90792 -3.63862
H6 4.33333 3.20672 -4.12685
H7 4.27022 1.05272 -2.98875
H8 3.53122 -1.11187 0.78860
H9 5.57513 -0.58659 -0.60291
H10 5.68761 -0.29761 1.11524
H11 5.25611 1.90944 -0.95497
H12 6.74984 1.53659 -0.10016
H13 5.50433 3.43197 0.97171
H14 5.66379 2.05909 2.06752
H15 3.20057 2.69735 0.36934
H16 3.33817 2.95175 2.11155
H17 2.16885 0.79709 1.69156
H18 3.73621 0.54194 2.46841
H19 3.19502 -2.25506 -1.42320
H20 4.96926 -2.28599 -2.74780
H21 5.09619 -0.56764 -2.53512
H22 5.20936 -1.07727 -4.90109
H23 3.68057 -0.26675 -4.62980
H24 4.20810 -3.19485 -5.21126
H25 3.05640 -2.11344 -5.97201
H26 2.77012 -3.73392 -3.45703
H27 1.53813 -3.26941 -4.62412
H28 1.05982 -2.06684 -2.54910
H29 1.65954 -0.89310 -3.68853
H30 -1.12438 4.38149 -1.91612
H31 -2.96108 4.81647 -3.45547
H32 -4.53437 2.97883 -4.04754
H33 -4.34629 0.83087 -2.92082
H34 -4.28614 -1.33739 0.22230
H35 -6.16555 0.07067 0.45438
H36 -5.63254 0.27288 -1.19937
H37 -6.29072 2.42096 -0.14728
H38 -4.58767 2.47786 -0.58136
H39 -5.70266 1.97391 2.21605
H40 -4.83321 3.40274 1.66018
H41 -3.29629 1.86060 2.89866
H42 -2.81872 1.97982 1.20065
H43 -4.59092 -0.22971 2.34171
H44 -2.84882 -0.39670 2.04839
H45 -2.72739 -2.44602 -1.35270
H46 -4.78176 -0.96258 -2.97389
H47 -4.94214 -2.25222 -1.80491
H48 -5.14802 -3.23814 -4.01934
H49 -3.60177 -3.73649 -3.36739
H50 -4.18893 -1.72512 -5.56024
H51 -3.02004 -3.02829 -5.55666
H52 -2.78353 -0.23793 -4.43765
H53 -1.56480 -1.20175 -5.23559
H54 -0.97094 -0.94475 -2.88193
H55 -1.37258 -2.62941 -3.21605
C38 0.82472 -5.43510 -0.42926
C39 1.60114 -4.18294 0.06155
N1 0.61869 -3.17497 0.56016
C40 -0.44145 -3.00093 -0.42488
C41 -1.37993 -4.23689 -0.40992
N2 -0.56665 -5.38228 0.20118
C42 -0.42997 -5.08326 1.69970
C43 -0.10727 -3.57871 1.76023
H56 1.31209 -6.36136 -0.13803
H57 0.68230 -5.42474 -1.50349
H58 2.15074 -3.75507 -0.76936
H59 2.30168 -4.42117 0.85636
H60 -0.00227 -2.86347 -1.41840
H61 -1.11688 -2.15198 -0.22710
H62 -1.73938 -4.50991 -1.39849
H63 -2.24153 -4.06402 0.24177
H64 -1.05032 -6.26596 0.04488
H65 0.36600 -5.70235 2.10413
H66 -1.36660 -5.31420 2.20931
H67 0.43541 -3.31125 2.67879
H68 -1.11726 -3.03330 1.71257

Summary:
- energy above the lowest of the compared OMol25 structures with the same formula, charge and spin (kcal/mol) = 0.0
- total charge = +2
- gap between HOMO and LUMO (alpha / beta) (eV) = 3.762 / 3.760
- energy (Ha) = -2790.96589